# 1
C27H28BrCdN10O5 | ωB97M-V/def2-TZVPD

Results
HOMO-LUMO gap ... 8.1 eV
Molecular weight ... 764.902 g mol⁻¹
Lowest unoccupied orbital energy ... -2.886 eV
Charge ... +1
DFT total energy ... -4711.17516 Ha

Cartesian coordinates (Å):
1 Cd -1.026 0.011 -0.310
2 N -1.501 3.384 0.366
3 C -1.718 2.707 1.502
4 N -2.178 3.392 2.543
5 C -2.369 2.685 3.656
6 N -2.892 3.303 4.717
7 N -2.077 1.374 3.789
8 C -1.655 0.780 2.696
9 N -1.461 1.381 1.519
10 C -1.461 -0.693 2.751
11 C -1.397 -1.379 3.955
12 C -1.308 -2.763 3.920
13 C -1.304 -3.410 2.694
14 C -1.357 -2.645 1.539
15 N -1.425 -1.320 1.576
16 H -1.795 4.344 0.325
17 H -1.252 2.893 -0.473
18 H -3.197 4.256 4.637
19 H -3.109 2.762 5.535
20 H -1.418 -0.833 4.887
21 H -1.246 -3.332 4.838
22 H -1.260 -4.488 2.633
23 H -1.368 -3.085 0.548
24 N -3.367 0.818 -0.762
25 C -3.584 0.294 -2.128
26 C -2.724 -0.975 -2.373
27 O -2.606 -1.368 -3.521
28 O -2.198 -1.485 -1.314
29 H -3.766 0.134 -0.125
30 H -3.901 1.671 -0.637
31 H -3.304 1.046 -2.865
32 H -4.626 0.015 -2.309
33 O 2.689 -2.481 -5.740
34 C 1.785 -1.434 -6.019
35 C 1.147 -0.966 -4.743
36 C 0.233 0.076 -4.720
37 C -0.284 0.478 -3.506
38 N 0.046 -0.073 -2.342
39 C 0.902 -1.104 -2.357
40 C 1.476 -1.561 -3.532
41 C 1.296 -1.694 -1.052
42 C 1.876 -2.955 -0.965
43 C 2.359 -3.408 0.254
44 C 3.010 -4.766 0.361
45 O 2.592 -5.674 -0.630
46 C 2.251 -2.560 1.353
47 C 1.606 -1.350 1.194
48 N 1.117 -0.928 0.032
49 H 3.059 -2.807 -6.565
50 H 0.999 -1.765 -6.708
51 H 2.302 -0.585 -6.482
52 H -0.077 0.577 -5.627
53 H -0.998 1.291 -3.471
54 H 2.197 -2.363 -3.536
55 H 1.949 -3.597 -1.830
56 H 2.870 -5.170 1.370
57 H 4.084 -4.642 0.207
58 H 1.665 -5.900 -0.501
59 H 2.650 -2.848 2.317
60 H 1.475 -0.677 2.034
61 O 2.244 6.383 1.714
62 C 2.085 5.058 1.585
63 C 1.876 4.193 2.658
64 C 1.674 2.854 2.391
65 N 1.678 2.328 1.166
66 C 1.927 3.160 0.176
67 Br 2.033 2.395 -1.564
68 C 2.129 4.520 0.302
69 H 2.232 6.652 2.639
70 H 1.879 4.556 3.678
71 H 1.495 2.158 3.204
72 H 2.320 5.151 -0.553

# 2
C5H8BrNO2S | ωB97M-V/def2-TZVPD

Results
HOMO-LUMO gap ... 9.0 eV
Molecular weight ... 226.095 g mol⁻¹
Lowest unoccupied orbital energy ... -1.904 eV
DFT total energy ... -3372.56799 Ha

Cartesian coordinates (Å):
1 C -0.197 1.551 1.328
2 C -1.489 1.149 -1.139
3 C 0.926 -1.773 1.631
4 C 0.014 0.912 -1.565
5 C 0.683 0.328 -0.344
6 N -0.287 1.879 2.416
7 O -1.161 -1.367 0.179
8 O 0.757 -2.207 -0.984
9 S 0.235 -1.368 0.043
10 Br 2.483 0.529 -0.293
11 H -1.906 2.094 -1.604
12 H -2.259 0.292 -1.443
13 H -1.605 1.284 -0.049
14 H 2.009 -1.885 1.747
15 H 0.859 -0.907 2.423
16 H 0.433 -2.558 2.086
17 H 0.593 1.726 -1.949
18 H -0.090 0.320 -2.483

# 3
C3H10N2O3S | ωB97M-V/def2-TZVPD

Results
HOMO-LUMO gap ... 10.0 eV
Molecular weight ... 154.191 g mol⁻¹
Lowest unoccupied orbital energy ... 0.721 eV
DFT total energy ... -853.64731 Ha

Cartesian coordinates (Å):
1 C 1.865 1.474 1.068
2 C 0.905 0.469 0.381
3 C 0.873 0.683 -1.123
4 N 1.255 -0.917 0.745
5 N -0.210 0.289 -1.647
6 O -2.649 -2.237 0.641
7 O -2.293 0.161 0.490
8 O -2.833 -1.236 -1.623
9 S -1.973 -1.197 -0.482
10 H 1.830 2.509 1.016
11 H 2.909 1.114 0.913
12 H 1.764 1.237 2.222
13 H -0.108 0.665 0.697
14 H 1.590 1.009 -1.766
15 H 0.499 -1.552 0.586
16 H 2.170 -1.193 0.274
17 H -3.369 -2.584 0.227
18 H -0.341 0.373 -2.650
19 H -1.884 0.934 0.031

# 4
C7H5NO | ωB97M-V/def2-TZVPD

Results
HOMO-LUMO gap ... 8.3 eV
Molecular weight ... 119.123 g mol⁻¹
Lowest unoccupied orbital energy ... -0.127 eV
Structure (SMILES) ... c1ccc2nocc2c1
DFT total energy ... -399.67106 Ha

Cartesian coordinates (Å):
1 C 0.336 -1.527 1.124
2 C -0.498 -0.309 -0.483
3 C -0.711 0.867 -1.269
4 C -0.021 2.013 -0.916
5 C 0.948 2.022 0.095
6 C 1.162 0.907 0.931
7 C 0.433 -0.241 0.612
8 H 0.857 -2.043 1.909
9 H -1.464 0.871 -2.049
10 H -0.257 2.940 -1.434
11 H 1.537 2.919 0.336
12 H 1.895 0.952 1.741
13 N -1.107 -1.457 -0.603
14 O -0.590 -2.229 0.395

The records above give, respectively, ΔE to the lowest compared entry with this formula, charge and spin values of 21.46; 41.85; 29.70; 32.20 kcal per mole.